Entry from the Open Molecules 2025 dataset: an isolated molecule of C4H5NOS at a distorted geometry (ωB97M-V with the def2-TZVPD basis set).

Results
- Relative energy (zero: lowest compared OMol25 entry of this formula, charge and spin): 467.74 kJ/mol
- Lowest unoccupied orbital energy (spin up / spin down): 0.73 / -2.53 eV
- E_tot: -683.3137 Eh
- 2S+1: 3
- HOMO-LUMO gap (spin up / spin down): 0.2505 / 0.2060 hartree
- HOMO energy (spin up / spin down): -6.082 / -8.139 eV

Each atom is followed by the atoms it is bonded to, with distances in Å.
Element x y z (Å)
1 C -0.66396 1.48526 0.01666  C3 1.285, S7 1.833, H8 1.139
2 C -1.77542 -0.86385 -0.06786  N5 1.257, S7 1.744, H9 1.071
3 C 0.45286 0.85306 0.07220  C1 1.285, C4 1.417
4 C 1.70910 0.20066 0.00257  C3 1.417, H10 1.133, H11 1.148, H12 1.063
5 N -0.57203 -1.19857 0.06993  C2 1.257, O6 1.244
6 O 0.26628 -2.11809 0.07373  N5 1.244
7 S -2.35270 0.77511 0.08450  C1 1.833, C2 1.744
8 H -0.66737 2.61958 -0.08525  C1 1.139
9 H -2.59566 -1.55256 -0.03885  C2 1.071
10 H 2.52732 0.71787 0.59141  C4 1.133
11 H 1.65677 -0.91297 0.27495  C4 1.148
12 H 2.01482 -0.00550 -0.99399  C4 1.063

---

Entry from the Open Molecules 2025 dataset: a cluster of 11 separate species, C26H54Br20O7S in total (ωB97M-V with the def2-TZVPD basis set).

Results
- Lowest unoccupied orbital energy: -0.21 eV
- E_tot: -53428.0807 Eh
- HOMO-LUMO gap: 0.3332 hartree
- HOMO energy: -9.279 eV

Each atom is followed by the atoms it is bonded to, with distances in Å.
Element x y z (Å)
1 C 3.23949 2.72344 2.74242  C2 1.532, H15 1.089, H16 1.091, H17 1.086
2 C 2.93103 1.86727 1.50962  C1 1.532, O3 1.417, H18 1.095, H19 1.090
3 O 2.67668 0.50828 1.81849  C2 1.417, C4 1.411
4 C 1.33945 0.17426 2.12044  O3 1.411, C5 1.527, H20 1.094, H21 1.089
5 C 1.20693 -0.20328 3.59380  C4 1.527, O6 1.428, H22 1.087, H23 1.094
6 O 0.33678 -1.31356 3.81554  C5 1.428, C7 1.367
7 C -0.97321 -0.99073 4.03270  O6 1.367, O8 1.462, H24 1.089, H25 1.091
8 O -1.50688 -0.36353 2.82527  C7 1.462, S9 1.605
9 S -3.10742 -0.34760 2.70697  O8 1.605, O10 1.442, O11 1.638
10 O -3.64737 -0.35704 4.04450  S9 1.442
11 O -3.07677 1.19664 2.16161  S9 1.638, C12 1.411
12 C -4.33001 1.63098 1.68000  O11 1.411, O13 1.398, H26 1.094, H27 1.088
13 O -5.05217 2.33997 2.64434  C12 1.398, O14 1.424
14 O -4.24179 3.39177 3.15918  O13 1.424, H28 0.969
15 H 3.18482 2.11265 3.64209  C1 1.089
16 H 2.55100 3.56396 2.83824  C1 1.091
17 H 4.24354 3.13153 2.67054  C1 1.086
18 H 2.08478 2.27746 0.94795  C2 1.095
19 H 3.78527 1.85972 0.83296  C2 1.090
20 H 0.66630 0.99920 1.87028  C4 1.094
21 H 1.03531 -0.68530 1.52515  C4 1.089
22 H 2.19687 -0.51390 3.91682  C5 1.087
23 H 0.90571 0.64578 4.21530  C5 1.094
24 H -1.51425 -1.91546 4.22697  C7 1.089
25 H -1.10780 -0.30069 4.86736  C7 1.091
26 H -4.99324 0.79072 1.45278  C12 1.094
27 H -4.17030 2.22583 0.78301  C12 1.088
28 H -4.54213 4.14210 2.62459  O14 0.969
29 Br 2.83154 -5.73336 7.55426  C30 1.944
30 C 1.53064 -4.55988 6.71257  Br29 1.944, C31 1.505, H33 1.085, H34 1.087
31 C 1.95893 -4.12126 5.33829  C30 1.505, Br32 1.940, H35 1.089, H36 1.085
32 Br 3.37262 -2.79364 5.39519  C31 1.940
33 H 1.39684 -3.71688 7.38294  C30 1.085
34 H 0.60817 -5.13254 6.65274  C30 1.087
35 H 1.13298 -3.63693 4.82053  C31 1.089
36 H 2.33239 -4.94764 4.74208  C31 1.085
37 Br -0.63413 -2.76290 0.79495  C38 1.941
38 C -0.47346 -3.19916 -1.08905  Br37 1.941, C39 1.506, H41 1.087, H42 1.088
39 C -0.51668 -1.95826 -1.94080  C38 1.506, Br40 1.941, H43 1.088, H44 1.086
40 Br -2.31012 -1.22609 -2.05968  C39 1.941
41 H -1.27858 -3.88826 -1.32960  C38 1.087
42 H 0.48536 -3.70260 -1.19680  C38 1.088
43 H -0.22937 -2.18252 -2.96543  C39 1.088
44 H 0.11042 -1.16144 -1.55237  C39 1.086
45 Br -6.30395 3.48557 -0.69235  C46 1.943
46 C -5.15314 5.03334 -0.92799  Br45 1.943, C47 1.507, H49 1.085, H50 1.089
47 C -5.86972 6.32188 -0.61741  C46 1.507, Br48 1.940, H51 1.088, H52 1.086
48 Br -7.12842 6.80921 -2.01065  C47 1.940
49 H -4.79429 5.00125 -1.95170  C46 1.085
50 H -4.31474 4.89507 -0.24716  C46 1.089
51 H -5.15747 7.14149 -0.55561  C47 1.088
52 H -6.43757 6.25758 0.30577  C47 1.086
53 Br 1.16893 1.14342 -2.47562  C54 1.945
54 C 2.13693 2.78201 -2.87721  Br53 1.945, C55 1.507, H57 1.086, H58 1.088
55 C 3.48152 2.50586 -3.49902  C54 1.507, Br56 1.942, H59 1.088, H60 1.085
56 Br 4.75211 1.86192 -2.17930  C55 1.942
57 H 2.23120 3.32898 -1.94420  C54 1.086
58 H 1.50442 3.33731 -3.56585  C54 1.088
59 H 3.90357 3.42646 -3.89552  C55 1.088
60 H 3.42598 1.75780 -4.28342  C55 1.085
61 Br 3.02835 6.14392 -0.87543  C62 1.945
62 C 1.70468 6.45283 0.51551  Br61 1.945, C63 1.506, H65 1.086, H66 1.088
63 C 2.22349 7.38322 1.58044  C62 1.506, Br64 1.939, H67 1.088, H68 1.085
64 Br 3.51015 6.50656 2.73639  C63 1.939
65 H 1.44075 5.47937 0.91724  C62 1.086
66 H 0.84440 6.89143 0.01515  C62 1.088
67 H 1.40843 7.70594 2.22414  C63 1.088
68 H 2.71888 8.24976 1.15440  C63 1.085
69 Br -8.35416 0.78400 3.93219  C70 1.946
70 C -6.88893 1.27668 5.11505  Br69 1.946, C71 1.504, H73 1.083, H74 1.087
71 C -7.34557 2.16748 6.23755  C70 1.504, Br72 1.946, H75 1.087, H76 1.085
72 Br -7.71672 3.98018 5.63498  C71 1.946
73 H -6.13881 1.74768 4.49106  C70 1.083
74 H -6.49694 0.34219 5.50965  C70 1.087
75 H -6.55974 2.25794 6.98364  C71 1.087
76 H -8.25746 1.80940 6.70456  C71 1.085
77 Br 7.41659 2.61632 3.84905  C78 1.943
78 C 7.85814 2.08649 2.03296  Br77 1.943, C79 1.507, H81 1.086, H82 1.087
79 C 7.88280 3.26324 1.09261  C78 1.507, Br80 1.941, H83 1.088, H84 1.085
80 Br 6.09161 3.89971 0.70020  C79 1.941
81 H 7.11666 1.34958 1.73977  C78 1.086
82 H 8.83941 1.62068 2.08421  C78 1.087
83 H 8.31740 2.97328 0.13845  C79 1.088
84 H 8.43038 4.10581 1.50257  C79 1.085
85 Br 0.84868 -2.61579 -5.45266  C86 1.949
86 C 1.42337 -4.10378 -4.33319  Br85 1.949, C87 1.505, H89 1.087, H90 1.088
87 C 1.73379 -5.34729 -5.12292  C86 1.505, Br88 1.938, H91 1.088, H92 1.086
88 Br 0.11089 -6.20288 -5.74893  C87 1.938
89 H 0.62402 -4.27369 -3.61678  C86 1.087
90 H 2.31670 -3.75384 -3.81956  C86 1.088
91 H 2.23821 -6.07336 -4.48947  C87 1.088
92 H 2.34065 -5.13748 -5.99845  C87 1.086
93 Br -2.93307 -6.41982 -2.75686  C94 1.944
94 C -4.41560 -5.43982 -3.54555  Br93 1.944, C95 1.507, H97 1.086, H98 1.087
95 C -4.19405 -5.16053 -5.00985  C94 1.507, Br96 1.938, H99 1.088, H100 1.086
96 Br -2.84809 -3.79019 -5.26580  C95 1.938
97 H -4.51274 -4.52263 -2.97290  C94 1.086
98 H -5.29725 -6.05998 -3.40244  C94 1.087
99 H -5.10891 -4.78380 -5.46141  C95 1.088
100 H -3.85387 -6.03922 -5.54927  C95 1.086
101 Br 4.58617 -6.81583 -8.05563  C102 1.943
102 C 2.93028 -6.98009 -9.05943  Br101 1.943, C103 1.506, H105 1.086, H106 1.087
103 C 2.61881 -5.73873 -9.85376  C102 1.506, Br104 1.940, H107 1.088, H108 1.085
104 Br 2.03604 -4.28950 -8.70265  C103 1.940
105 H 2.15164 -7.19652 -8.33371  C102 1.086
106 H 3.06144 -7.83242 -9.72172  C102 1.087
107 H 1.79554 -5.93503 -10.53677  C103 1.088
108 H 3.47770 -5.37354 -10.40753  C103 1.085

---

Entry from the Open Molecules 2025 dataset: a cluster of 2 separate species, C6H12NO2S in total at a distorted geometry (ωB97M-V with the def2-TZVPD basis set).

Results
- Relative energy (zero: lowest compared OMol25 entry of this formula, charge and spin): 40.82 kJ/mol
- Lowest unoccupied orbital energy (spin up / spin down): -4.68 / -8.41 eV
- E_tot: -838.7516 Eh
- 2S+1: 3
- HOMO-LUMO gap (spin up / spin down): 0.2760 / 0.1987 hartree
- Charge: +1
- HOMO energy (spin up / spin down): -12.188 / -13.815 eV

Each atom is followed by the atoms it is bonded to, with distances in Å.
Element x y z (Å)
1 C -3.78388 0.57884 0.82372  N7 1.253, H11 1.039, H12 1.099
2 C 2.17327 0.40784 -1.41332  C3 1.493, C4 1.515, H13 1.142, H14 1.047
3 C 3.20984 -0.16951 -0.50667  C2 1.493, C4 1.514, H15 1.080, H16 1.080
4 C 1.92523 0.37458 0.08059  C2 1.515, C3 1.514, C5 1.485, S10 2.063
5 C 1.90811 1.49394 1.05648  C4 1.485, H17 1.051, H18 1.062, H19 1.113
6 C -3.08108 -1.28003 -0.44218  N7 1.366, H20 1.055, H21 1.143, H22 1.145
7 N -2.96177 -0.03308 0.10259  C1 1.253, C6 1.366
8 O -0.65215 -0.79017 0.81240  S10 1.435
9 O 0.77163 -2.02139 -0.73211  S10 1.448
10 S 0.67386 -1.21851 0.46905  C4 2.063, O8 1.435, O9 1.448
11 H -3.65650 1.51544 1.25392  C1 1.039
12 H -4.75873 0.14440 1.08540  C1 1.099
13 H 2.40229 1.47578 -1.74671  C2 1.142
14 H 1.44795 -0.04823 -2.01430  C2 1.047
15 H 3.51812 -1.20437 -0.46924  C3 1.080
16 H 4.05519 0.48887 -0.37129  C3 1.080
17 H 2.45654 1.19424 1.90091  C5 1.051
18 H 0.92576 1.82180 1.28995  C5 1.062
19 H 2.53129 2.27305 0.56203  C5 1.113
20 H -3.07899 -1.08290 -1.47811  C6 1.055
21 H -3.87186 -2.04730 -0.13796  C6 1.143
22 H -2.15413 -1.87330 -0.12516  C6 1.145

---

Entry from the Open Molecules 2025 dataset: an isolated molecule of C4H8N2O (ωB97M-V with the def2-TZVPD basis set).

Results
- Relative energy (zero: lowest compared OMol25 entry of this formula, charge and spin): 123.04 kJ/mol
- Lowest unoccupied orbital energy: 0.96 eV
- E_tot: -341.9568 Eh
- HOMO-LUMO gap: 0.3891 hartree
- HOMO energy: -9.625 eV

Each atom is followed by the atoms it is bonded to, with distances in Å.
Element x y z (Å)
1 C 0.23517 0.33166 -1.69818  C2 1.511, H8 1.096, H9 1.094, H10 1.093
2 C 0.02231 -0.03586 -0.24774  C1 1.511, C3 1.516, C6 1.488, N7 1.469
3 C -0.72485 0.99801 0.57192  C2 1.516, N4 1.370, O5 1.217
4 N -0.85510 0.69123 1.90092  C3 1.370, H11 1.012, H12 1.010
5 O -1.12469 2.03577 0.07653  C3 1.217
6 C 0.05075 -1.47899 0.11481  C2 1.488, N7 1.455, H13 1.088, H14 1.090
7 N 1.12811 -0.59832 0.53844  C2 1.469, C6 1.455, H15 1.015
8 H 0.80896 -0.45204 -2.20671  C1 1.096
9 H -0.72101 0.44333 -2.21875  C1 1.094
10 H 0.76989 1.28067 -1.78526  C1 1.093
11 H -0.18344 0.02513 2.25956  N4 1.012
12 H -1.03417 1.48458 2.49974  N4 1.010
13 H -0.57687 -1.87056 0.91255  C6 1.088
14 H 0.23332 -2.18308 -0.69671  C6 1.090
15 H 1.97162 -0.67152 -0.02113  N7 1.015

---

Among the records above, which one has the lowest E_tot?
C26H54Br20O7S